[1]
ORCA calculation (ωB97M-V with the def2-TZVPD basis set) on a molecular structure, C43H38BrKN6O4SSb.

Frontier orbital gap (eV): 6.17
Charge: -1
LUMO level (eV): 1.57
Strongest force on any atom (eV Å⁻¹): 1.66
Spin multiplicity: 1

Structure (XYZ):
```
95
Properties=species:S:1:pos:R:3:forces:R:3:mulliken_charge:R:1
K 1.005 -1.288 0.997 -0.488 1.461 0.614 0.833
C 2.844 -1.865 -1.619 0.126 0.112 0.037 -1.601
C 3.095 -0.390 -1.492 0.031 -0.168 -0.158 0.618
C 3.213 0.410 -2.631 0.015 -0.039 0.000 -0.752
C 3.473 1.755 -2.487 -0.035 0.063 -0.065 -0.430
C 3.589 2.278 -1.207 0.022 0.108 0.016 -0.719
C 3.436 1.421 -0.129 0.001 0.136 0.135 0.193
N 3.209 0.118 -0.267 0.028 -0.128 0.021 0.079
Sb 3.671 2.236 1.849 0.004 0.065 0.035 0.747
C 4.112 0.430 2.917 -0.001 0.144 -0.093 0.016
C 5.331 0.402 3.578 0.090 0.023 0.031 -0.949
C 5.669 -0.733 4.300 0.046 0.029 0.006 -0.391
C 4.765 -1.771 4.351 0.000 -0.038 0.022 -0.901
C 3.552 -1.662 3.670 -0.032 -0.095 0.015 0.661
C 2.540 -2.760 3.710 0.146 0.006 -0.028 -0.797
N 3.246 -0.580 2.949 -0.050 -0.096 0.017 0.429
C 1.591 2.477 2.403 0.186 0.007 -0.151 0.141
C 0.986 3.699 2.145 -0.011 0.096 -0.022 -0.756
C -0.325 3.892 2.557 0.030 0.028 -0.002 -0.537
C -0.959 2.880 3.247 -0.050 0.019 -0.028 -0.647
C -0.265 1.699 3.505 -0.187 -0.035 0.056 0.627
C -0.876 0.604 4.325 -0.054 -0.033 0.007 -1.103
N 0.973 1.505 3.065 0.175 -0.144 0.036 0.008
H 3.571 -2.307 -2.299 0.000 -0.071 -0.055 0.500
H 1.853 -2.069 -2.027 -0.091 -0.011 -0.047 0.224
H 2.909 -2.364 -0.654 0.029 -0.035 -0.040 0.220
H 3.116 -0.040 -3.611 0.000 -0.017 -0.024 0.455
H 3.586 2.395 -3.353 -0.004 0.011 -0.016 0.505
H 3.804 3.329 -1.052 -0.006 -0.014 0.002 0.440
H 6.003 1.250 3.526 0.007 0.014 0.002 0.368
H 6.616 -0.799 4.819 0.019 0.006 0.008 0.395
H 4.980 -2.671 4.911 0.001 -0.024 0.014 0.425
H 2.800 -3.512 4.454 -0.003 -0.035 0.054 0.378
H 2.460 -3.242 2.729 -0.041 -0.043 -0.007 0.194
H 1.561 -2.347 3.945 -0.104 0.033 0.057 -0.119
H 1.535 4.486 1.641 0.012 0.000 0.028 0.613
H -0.835 4.826 2.358 -0.019 0.032 -0.012 0.439
H -1.976 2.995 3.599 -0.047 0.011 0.030 0.424
H -1.149 0.979 5.312 -0.015 0.008 0.067 0.434
H -0.164 -0.209 4.436 0.025 -0.041 0.003 0.079
H -1.772 0.210 3.848 -0.025 0.002 0.001 0.123
C -5.297 0.103 0.113 -0.017 0.018 -0.014 -1.565
C -4.333 -0.777 0.853 -0.076 -0.115 0.023 0.935
C -4.664 -2.075 1.244 0.071 0.049 -0.011 -0.670
C -3.736 -2.858 1.900 0.066 0.103 -0.046 -0.730
C -2.483 -2.301 2.136 -0.028 -0.048 -0.122 -0.076
Br -1.167 -3.328 3.028 -0.039 -0.010 0.010 -0.041
N -2.133 -1.095 1.757 0.125 0.027 0.258 0.481
C -3.052 -0.349 1.146 0.057 0.040 -0.170 -0.517
H -6.255 0.162 0.630 -0.040 0.006 0.018 0.470
H -5.484 -0.283 -0.890 0.000 -0.013 -0.006 0.302
H -4.901 1.114 0.006 0.007 -0.022 -0.003 0.257
H -5.645 -2.475 1.020 -0.041 -0.017 -0.005 0.423
H -3.951 -3.871 2.201 -0.017 -0.056 0.030 0.497
H -2.729 0.643 0.846 -0.001 0.040 0.035 0.357
O -0.909 -6.452 -4.091 0.315 -0.333 -0.026 -0.724
C -1.681 -5.514 -3.854 0.027 0.090 0.116 0.492
O -2.691 -5.137 -4.477 -0.366 0.197 -0.178 -0.748
C -1.338 -4.666 -2.606 0.024 0.018 0.064 -0.032
C -2.086 -3.532 -2.312 -0.027 -0.009 -0.028 -1.214
C -1.733 -2.760 -1.224 -0.126 0.032 -0.046 -0.383
N -0.695 -3.019 -0.434 0.090 -0.085 0.132 0.878
C -0.007 -4.143 -0.671 0.049 -0.088 -0.080 0.642
C -0.302 -4.987 -1.739 0.017 0.032 -0.002 -0.822
C 1.143 -4.460 0.296 -0.159 0.170 -0.158 -0.570
O 1.455 -5.635 0.445 0.105 -0.462 0.027 -0.800
O 1.655 -3.442 0.852 0.551 -1.264 -0.030 -0.432
H -2.929 -3.295 -2.948 -0.027 0.017 -0.021 0.507
H -2.320 -1.890 -0.951 -0.050 0.151 -0.035 0.670
H 0.280 -5.883 -1.902 -0.005 0.000 0.010 0.582
N 0.176 0.679 -0.637 -0.233 0.343 -0.164 0.580
S -0.630 2.015 -0.736 -0.103 -0.073 0.207 0.280
C -2.140 1.779 -1.698 0.152 -0.004 -0.060 0.630
C -2.306 0.601 -2.399 -0.102 0.046 -0.009 -0.401
C -3.449 0.420 -3.168 0.017 -0.002 0.015 -0.895
C -4.412 1.415 -3.217 0.002 0.047 0.014 -0.590
C -4.242 2.591 -2.494 -0.017 -0.025 -0.056 -0.712
C -3.102 2.779 -1.731 0.014 -0.046 -0.006 -0.702
C 0.132 3.176 -1.883 -0.088 -0.084 -0.053 0.619
C 0.303 2.848 -3.221 -0.010 0.032 -0.008 -0.307
C 0.922 3.750 -4.066 0.053 0.015 0.021 -0.905
C 1.375 4.969 -3.571 -0.008 -0.006 -0.004 -0.469
C 1.205 5.288 -2.234 0.002 -0.040 -0.017 -0.727
C 0.579 4.386 -1.382 0.030 0.028 0.007 -0.197
H 0.330 0.263 -1.554 0.109 -0.034 -0.116 -0.274
H -1.558 -0.175 -2.338 0.039 -0.147 0.020 0.415
H -3.577 -0.499 -3.723 -0.015 -0.065 -0.022 0.447
H -5.301 1.273 -3.815 -0.051 -0.004 -0.022 0.404
H -5.000 3.361 -2.527 -0.046 0.043 -0.005 0.379
H -2.959 3.693 -1.172 0.024 0.086 0.048 0.425
H -0.053 1.899 -3.602 -0.013 -0.025 0.006 0.416
H 1.055 3.503 -5.109 0.011 0.000 -0.057 0.426
H 1.860 5.671 -4.235 0.026 0.037 -0.036 0.385
H 1.558 6.234 -1.850 0.025 0.063 0.016 0.444
H 0.446 4.614 -0.333 -0.035 -0.004 -0.031 0.288
```
Forces are in eV/Å.



[2]
ORCA calculation (ωB97M-V with the def2-TZVPD basis set) on a molecular structure, C43H38BrKN6O4SSb.

Frontier orbital gap (eV): 6.60
Charge: -1
LUMO level (eV): 1.78
Strongest force on any atom (eV Å⁻¹): 0.88
Spin multiplicity: 1

Structure (XYZ):
```
95
Properties=species:S:1:pos:R:3:forces:R:3:mulliken_charge:R:1
K 0.292 -0.160 -0.330 -0.137 0.443 0.747 0.980
C 3.689 -0.822 3.190 0.018 -0.013 -0.005 -0.961
C 2.216 -0.658 3.429 0.041 0.068 0.004 0.517
C 1.424 -1.731 3.833 -0.076 0.008 0.048 -0.248
C 0.079 -1.522 4.073 0.107 -0.063 0.011 -0.686
C -0.448 -0.251 3.889 0.040 0.059 -0.057 -0.700
C 0.400 0.755 3.452 -0.098 0.008 0.045 -0.047
N 1.705 0.559 3.249 0.077 -0.037 0.047 -0.180
Sb -0.242 2.798 3.287 0.068 -0.052 0.000 0.682
C 1.311 3.331 1.904 -0.073 0.072 0.077 -0.015
C 2.011 4.508 2.139 0.013 -0.007 -0.061 -0.910
C 3.065 4.828 1.295 -0.006 -0.003 0.012 -0.437
C 3.383 3.955 0.273 -0.008 0.013 0.008 -0.754
C 2.634 2.790 0.107 -0.005 0.046 0.009 0.361
C 2.949 1.800 -0.969 -0.032 0.033 -0.005 -0.662
N 1.604 2.500 0.908 0.023 -0.116 -0.125 0.708
C -1.905 2.661 1.916 0.047 0.050 0.034 -0.177
C -2.918 3.579 2.164 -0.011 -0.007 -0.066 -0.813
C -3.993 3.645 1.286 0.008 -0.006 -0.001 -0.621
C -4.019 2.780 0.215 -0.005 0.017 0.004 -0.852
C -2.980 1.861 0.048 -0.017 -0.011 0.014 0.418
C -3.044 0.889 -1.093 0.004 0.064 0.043 -0.513
N -1.935 1.813 0.881 -0.005 -0.144 -0.018 0.748
H 4.191 -1.199 4.084 0.000 0.000 -0.006 0.364
H 3.866 -1.524 2.374 -0.030 0.015 0.037 -0.018
H 4.120 0.139 2.918 -0.001 0.019 0.021 0.273
H 1.866 -2.712 3.958 -0.003 -0.003 -0.009 0.358
H -0.556 -2.341 4.390 0.014 0.007 -0.006 0.471
H -1.499 -0.050 4.058 0.033 0.012 0.009 0.603
H 1.739 5.152 2.965 0.001 0.003 -0.005 0.414
H 3.633 5.739 1.441 0.001 -0.003 -0.009 0.392
H 4.204 4.162 -0.401 -0.001 -0.004 -0.001 0.450
H 3.736 2.162 -1.630 0.021 -0.023 0.012 0.432
H 3.274 0.856 -0.524 0.015 0.015 0.008 -0.047
H 2.059 1.595 -1.565 0.021 -0.031 -0.089 0.104
H -2.859 4.240 3.020 0.000 -0.001 0.004 0.420
H -4.789 4.363 1.439 -0.002 -0.003 -0.007 0.400
H -4.826 2.800 -0.506 -0.001 0.007 0.002 0.485
H -3.852 0.171 -0.935 0.005 -0.008 -0.002 0.560
H -3.228 1.410 -2.035 -0.001 -0.013 0.001 0.368
H -2.110 0.352 -1.185 -0.056 -0.038 -0.062 -0.700
C -3.042 -3.009 -3.864 -0.034 -0.002 -0.014 -1.241
C -3.050 -2.825 -2.376 0.004 0.010 -0.028 0.349
C -4.190 -2.946 -1.593 0.007 -0.015 -0.007 -0.678
C -4.125 -2.707 -0.228 -0.025 0.006 0.004 -0.646
C -2.901 -2.328 0.290 0.006 0.042 -0.134 0.025
Br -2.767 -1.914 2.142 -0.131 -0.055 -0.070 -0.101
N -1.798 -2.200 -0.418 -0.066 -0.182 0.171 -0.115
C -1.873 -2.474 -1.722 0.030 0.020 -0.009 0.307
H -3.920 -3.560 -4.203 -0.003 -0.001 0.010 0.435
H -2.140 -3.531 -4.183 -0.008 0.006 -0.007 0.266
H -3.021 -2.037 -4.360 0.012 -0.011 -0.001 0.197
H -5.135 -3.224 -2.045 0.008 0.003 -0.010 0.389
H -4.993 -2.796 0.408 0.008 0.005 0.010 0.439
H -0.964 -2.372 -2.303 0.024 -0.001 0.004 0.227
O -3.388 4.022 -5.501 -0.046 -0.009 0.021 -0.746
C -2.852 2.904 -5.640 0.116 0.039 -0.065 0.436
O -2.978 2.055 -6.541 -0.049 -0.013 0.021 -0.728
C -1.868 2.514 -4.505 -0.056 -0.041 -0.028 -0.032
C -1.633 3.378 -3.443 -0.020 0.057 0.007 -0.994
C -0.807 2.973 -2.411 -0.023 -0.095 0.077 -0.281
N -0.207 1.781 -2.376 0.161 0.032 -0.119 0.375
C -0.399 0.960 -3.418 -0.052 -0.043 0.126 0.939
C -1.225 1.283 -4.488 -0.046 0.012 0.087 -0.742
C 0.285 -0.406 -3.334 -0.032 -0.129 -0.425 -0.440
O -0.237 -1.344 -3.975 0.130 0.158 -0.023 -0.706
O 1.298 -0.489 -2.587 0.061 -0.038 -0.119 -0.663
H -2.124 4.343 -3.442 0.001 -0.004 -0.008 0.476
H -0.633 3.613 -1.548 0.004 0.004 -0.010 0.464
H -1.392 0.578 -5.290 0.014 0.013 -0.012 0.652
N 2.189 -1.993 0.386 0.227 0.273 0.262 -0.102
S 2.373 -3.535 0.544 -0.247 -0.271 -0.162 0.043
C 2.187 -4.323 -1.071 -0.015 0.176 0.042 0.601
C 1.709 -3.526 -2.096 0.038 -0.119 -0.087 -0.183
C 1.441 -4.100 -3.334 0.024 -0.075 -0.007 -0.543
C 1.659 -5.456 -3.527 0.011 0.008 -0.001 -0.623
C 2.157 -6.244 -2.491 -0.012 0.026 0.027 -0.591
C 2.417 -5.681 -1.251 0.028 -0.056 0.008 -0.561
C 4.093 -3.963 0.841 0.039 0.047 -0.100 0.077
C 4.418 -4.591 2.032 -0.014 0.017 0.001 -0.197
C 5.750 -4.863 2.321 0.021 0.000 -0.003 -0.598
C 6.740 -4.496 1.422 -0.004 -0.010 0.024 -0.357
C 6.405 -3.862 0.230 -0.024 0.012 -0.024 -0.714
C 5.079 -3.597 -0.067 0.045 -0.023 0.032 -0.228
H 2.844 -1.583 -0.283 -0.043 -0.154 -0.139 -0.028
H 1.554 -2.459 -1.981 -0.030 0.040 0.031 0.298
H 1.051 -3.452 -4.112 -0.001 -0.034 -0.006 0.541
H 1.446 -5.908 -4.488 0.008 0.000 -0.003 0.396
H 2.339 -7.300 -2.650 -0.012 0.003 0.004 0.363
H 2.806 -6.288 -0.440 -0.025 -0.002 -0.015 0.404
H 3.633 -4.859 2.729 0.006 0.000 -0.001 0.349
H 6.011 -5.354 3.249 0.006 0.001 -0.003 0.392
H 7.778 -4.702 1.649 -0.003 -0.001 0.000 0.388
H 7.181 -3.579 -0.470 -0.001 -0.003 0.001 0.398
H 4.807 -3.114 -0.999 -0.010 0.001 0.009 0.446
```
Forces are in eV/Å.



[3]
ORCA calculation (ωB97M-V with the def2-TZVPD basis set) on a molecular structure, C43H38Cl5N6O5PTa.

Frontier orbital gap (eV): 7.47
Charge: +1
LUMO level (eV): -2.51
Strongest force on any atom (eV Å⁻¹): 0.54
Spin multiplicity: 1

Structure (XYZ):
```
99
Properties=species:S:1:pos:R:3:forces:R:3:mulliken_charge:R:1
Ta -0.501 -0.742 0.601 0.532 -0.034 0.010 0.908
O 2.957 -2.821 0.465 -0.011 -0.009 -0.002 -0.697
C 2.459 -1.812 0.040 0.021 0.041 0.014 0.315
O 1.360 -1.300 0.569 -0.122 -0.220 0.032 0.658
C 3.082 -1.007 -1.065 -0.001 -0.010 -0.043 0.387
C 4.258 -1.542 -1.589 -0.017 0.003 -0.003 -0.818
C 4.959 -0.890 -2.584 0.015 -0.001 -0.007 -0.691
C 4.489 0.323 -3.065 0.002 0.006 -0.001 -0.791
C 3.319 0.860 -2.557 -0.010 -0.022 0.019 -0.875
C 2.590 0.211 -1.559 -0.023 -0.032 0.021 0.167
P 1.045 1.037 -0.981 0.032 -0.043 0.084 1.273
C 0.409 1.744 -2.539 -0.036 -0.036 -0.001 0.839
C -0.413 0.907 -3.295 0.026 0.013 0.008 -1.559
C -0.901 1.321 -4.527 0.025 0.010 -0.006 -0.417
C -0.576 2.581 -5.015 -0.004 -0.009 0.009 -0.696
C 0.245 3.417 -4.270 -0.008 0.011 0.000 -0.929
C 0.739 3.000 -3.040 0.010 0.019 0.006 -0.079
C 1.697 2.425 0.010 0.030 -0.021 -0.008 0.868
C 1.026 3.643 0.124 -0.008 -0.005 -0.002 -0.192
C 1.476 4.619 1.003 -0.019 -0.004 0.010 -0.878
C 2.591 4.385 1.794 0.004 -0.003 -0.007 -0.890
C 3.261 3.174 1.693 -0.004 0.010 0.005 -0.744
C 2.820 2.203 0.808 -0.006 -0.003 -0.005 -0.969
H 4.605 -2.484 -1.187 -0.001 0.000 0.003 0.553
H 5.868 -1.321 -2.981 0.000 0.000 0.001 0.433
H 5.030 0.851 -3.839 -0.004 0.001 -0.001 0.470
H 2.965 1.801 -2.953 0.005 0.011 -0.013 0.430
H -0.669 -0.077 -2.924 0.010 0.015 -0.013 0.236
H -1.527 0.651 -5.104 -0.002 -0.012 -0.008 0.504
H -0.948 2.905 -5.978 0.000 0.000 -0.002 0.420
H 0.517 4.392 -4.653 -0.003 0.000 0.001 0.476
H 1.402 3.655 -2.488 -0.025 0.001 0.012 0.563
H 0.162 3.849 -0.496 -0.022 0.000 -0.014 0.351
H 0.961 5.571 1.055 0.001 0.001 0.005 0.501
H 2.947 5.149 2.473 -0.001 -0.001 0.002 0.421
H 4.141 2.989 2.296 0.000 -0.002 -0.001 0.516
H 3.361 1.267 0.730 0.003 0.002 0.004 0.347
Cl -6.029 -5.349 0.700 0.005 -0.004 0.003 -0.186
C -4.587 -4.468 1.002 -0.009 0.004 -0.004 0.356
C -4.621 -3.076 1.049 0.001 0.008 -0.008 -0.056
Cl -6.090 -2.217 0.819 0.006 -0.001 -0.005 -0.167
C -3.445 -2.384 1.281 0.056 -0.020 0.022 1.050
Cl -3.387 -0.656 1.390 -0.233 -0.019 0.029 -0.120
C -2.222 -3.029 1.462 -0.009 0.035 -0.008 -1.133
O -1.126 -2.320 1.685 0.154 0.305 -0.075 -0.762
C -2.204 -4.422 1.433 -0.011 -0.008 -0.081 0.412
Cl -0.695 -5.211 1.658 0.005 -0.015 0.022 -0.135
C -3.377 -5.136 1.201 0.013 -0.002 -0.008 0.163
Cl -3.329 -6.848 1.149 0.001 -0.004 -0.001 -0.176
C -3.596 -0.443 -2.217 0.122 0.082 -0.046 -0.759
C -2.840 -1.657 -2.671 0.028 0.008 0.026 1.274
C -3.290 -2.394 -3.759 -0.010 -0.022 0.020 -1.080
C -2.616 -3.525 -4.187 0.001 -0.009 -0.005 -0.990
C -1.465 -3.929 -3.530 -0.012 -0.009 -0.008 -1.031
C -0.970 -3.213 -2.449 -0.016 0.017 0.019 1.093
C 0.305 -3.631 -1.777 0.007 0.016 0.011 -0.741
C -1.669 -2.073 -2.014 0.118 -0.045 -0.043 -0.293
N -1.159 -1.350 -0.937 -0.273 0.264 0.358 2.009
H -4.356 -0.169 -2.948 0.004 0.010 -0.026 0.523
H -2.921 0.403 -2.058 -0.062 -0.097 0.033 -0.090
H -4.096 -0.620 -1.268 -0.071 -0.026 0.100 0.006
H -4.192 -2.077 -4.269 -0.002 0.003 -0.001 0.492
H -2.986 -4.092 -5.032 -0.002 0.000 0.001 0.444
H -0.934 -4.812 -3.862 0.002 0.002 0.000 0.466
H 0.635 -4.600 -2.146 0.001 0.001 0.000 0.537
H 0.196 -3.698 -0.693 0.017 0.009 -0.013 -0.133
H 1.099 -2.908 -1.985 0.001 -0.010 0.014 0.010
C -1.613 3.273 2.996 0.007 0.001 -0.011 -1.200
N -2.004 3.247 1.582 0.036 -0.009 -0.016 0.350
C -2.628 4.324 1.036 -0.026 -0.013 -0.030 -0.462
C -2.951 4.368 -0.272 0.008 0.007 0.016 -1.235
C -2.591 3.232 -1.057 -0.053 0.017 -0.034 0.810
N -2.005 2.168 -0.511 0.066 0.046 0.015 0.773
C -1.699 2.176 0.776 -0.060 0.061 0.108 -0.149
O -1.105 1.200 1.326 -0.054 -0.408 -0.343 -0.943
N -2.824 3.193 -2.366 0.022 0.028 -0.011 -0.142
H -2.490 3.469 3.610 0.000 0.008 -0.002 0.411
H -0.864 4.048 3.151 0.008 -0.007 -0.001 0.404
H -1.192 2.309 3.256 -0.006 -0.011 0.000 0.273
H -2.847 5.134 1.719 0.003 -0.001 0.002 0.536
H -3.451 5.224 -0.698 0.006 0.006 0.005 0.462
H -3.209 3.986 -2.848 -0.002 0.003 0.001 0.252
H -2.454 2.425 -2.910 -0.009 0.022 0.015 -0.083
N 0.426 -0.441 2.889 -0.395 0.082 -0.065 -0.948
C 0.855 -0.826 3.888 0.330 0.128 -0.071 0.368
N 1.393 -1.289 4.999 -0.116 -0.098 0.006 -0.136
C 2.005 -0.308 5.914 0.029 0.006 -0.009 -0.681
C 3.438 -0.042 5.481 0.003 -0.007 -0.001 -0.291
O 4.172 -1.246 5.409 -0.002 0.003 0.007 -0.425
C 3.620 -2.145 4.461 -0.012 0.012 0.000 -0.241
C 2.201 -2.522 4.843 0.004 -0.020 -0.010 -0.595
H 1.983 -0.744 6.913 -0.002 -0.004 -0.001 0.312
H 1.408 0.603 5.914 -0.004 -0.002 0.003 0.414
H 3.944 0.598 6.203 0.000 0.003 -0.001 0.375
H 3.439 0.460 4.502 -0.001 0.001 -0.001 0.187
H 4.261 -3.025 4.446 0.000 0.000 -0.004 0.390
H 3.626 -1.693 3.459 0.008 -0.007 -0.004 0.117
H 2.182 -3.038 5.803 -0.002 0.003 0.003 0.337
H 1.738 -3.154 4.087 -0.009 0.000 0.002 0.367
```
Forces are in eV/Å.



DFT total energy values (in eV) by entry order: -166081.089, -166081.690, -137839.287.
HOMO energy values (in eV) by entry order: -4.607, -4.827, -9.981.
Energy above the lowest of the compared OMol25 structures with the same formula, charge and spin values (in kcal per mole) by entry order: 17.8, 4.0, 13.5.